1) A 2-piece molecular cluster, C3H8NO overall, computed with ωB97M-V/def2-TZVPD.

Values from the calculation:
HOMO: -0.578 Eh

Geometry as ORCA input:
```
! wB97M-V def2-TZVPD RIJCOSX def2/J DEFGRID3
* xyz 1 1
C -0.10 -1.08 0.74
C -1.08 -1.46 -0.35
C -1.02 1.10 -0.57
N -0.81 -0.26 -0.20
O 1.98 0.65 0.10
H -0.45 -1.31 1.79
H 0.93 -1.25 0.58
H -1.63 -2.37 -0.79
H -1.95 1.25 -1.03
H -0.81 1.71 0.34
H -0.22 1.42 -1.20
H 2.45 1.54 0.14
H 2.72 0.07 0.45
*
```

2) A 2-piece molecular cluster, C3H8NO overall, computed with ωB97M-V/def2-TZVPD.

Values from the calculation:
HOMO: -0.557 Eh

Geometry as ORCA input:
```
! wB97M-V def2-TZVPD RIJCOSX def2/J DEFGRID3
* xyz 1 1
C 1.23 0.49 -0.15
C 1.78 1.46 0.55
C -0.43 -0.40 1.43
N -0.07 -0.08 0.25
H 1.62 -0.17 -0.90
H 1.26 1.87 1.40
H 2.70 1.92 0.24
H -1.16 -1.22 1.50
H -0.06 0.12 2.30
H -0.50 -0.65 -0.49
H -2.80 -0.99 -1.66
H -1.72 -1.32 -2.70
O -1.84 -1.05 -1.78
*
```

3) C3H8NO as an isolated structure, computed with ωB97M-V/def2-TZVPD.

Values from the calculation:
HOMO: -0.539 Eh

Geometry as ORCA input:
```
! wB97M-V def2-TZVPD RIJCOSX def2/J DEFGRID3
* xyz 1 1
O -0.53 0.61 -1.89
C 0.44 0.07 -1.31
C 0.20 -0.57 0.08
C 0.56 0.53 1.09
N -1.17 -0.94 0.26
H 1.44 0.44 -1.59
H 0.74 -1.53 0.09
H -0.04 1.45 1.02
H 1.63 0.68 1.24
H 0.18 0.04 1.99
H -0.10 1.22 -0.87
H -1.50 -1.80 -0.15
H -1.84 -0.20 0.06
*
```

4) C3H8NO as an isolated structure, computed with ωB97M-V/def2-TZVPD.

Values from the calculation:
HOMO: -0.552 Eh

Geometry as ORCA input:
```
! wB97M-V def2-TZVPD RIJCOSX def2/J DEFGRID3
* xyz 1 1
C 0.25 0.64 -0.42
C 0.19 1.74 -1.30
C -1.16 -1.21 0.61
N -0.92 0.28 0.38
H 2.89 -1.24 0.26
H 1.12 2.04 -1.66
H -0.80 2.27 -1.47
H -1.20 -1.83 -0.28
H -2.02 -1.44 1.24
H -1.38 1.09 0.90
H -0.34 -1.56 1.23
H 1.29 0.02 -0.05
O 2.08 -0.81 0.57
*
```

Which structure loses on stability? 4) does.

1) One molecule with the formula C2H6N2O2, computed with ωB97M-V/def2-TZVPD.

Values from the calculation:
HOMO (spin up / spin down): -0.297 / -0.316 Eh

Geometry as ORCA input:
```
! wB97M-V def2-TZVPD RIJCOSX def2/J DEFGRID3
* xyz 0 1
C -0.28 1.03 0.28
N 0.12 0.95 -1.08
C -0.93 -0.68 0.53
N 1.30 0.44 -1.25
O 0.14 -1.57 0.88
O -1.99 -0.69 1.18
H -0.31 -2.31 1.32
H -0.99 -0.81 -0.64
H 1.88 0.22 -0.44
H 1.66 0.51 -2.20
H 0.53 1.20 1.01
H -1.13 1.71 0.40
*
```

2) One molecule with the formula C2H6N2O2, computed with ωB97M-V/def2-TZVPD.

Values from the calculation:
SMILES string: C/N=[N+](/[O-])OC
HOMO (spin up / spin down): -0.326 / -0.326 Eh

Geometry as ORCA input:
```
! wB97M-V def2-TZVPD RIJCOSX def2/J DEFGRID3
* xyz 0 1
C -1.99 -0.08 -0.07
N -1.57 -1.38 0.10
N -0.07 -1.49 0.00
O 0.55 -2.50 0.01
O 0.49 -0.18 0.03
C 1.82 -0.15 0.08
H -1.27 0.70 0.36
H -2.94 -0.10 0.39
H -2.16 0.19 -1.15
H 2.25 -0.27 1.11
H 2.17 0.88 -0.01
H 2.43 -0.94 -0.60
*
```

Which structure loses on stability? 2) does.

1) C2H6N2O2 as an isolated structure, computed with ωB97M-V/def2-TZVPD.

Values from the calculation:
HOMO: -0.323 Eh

Geometry as ORCA input:
```
! wB97M-V def2-TZVPD RIJCOSX def2/J DEFGRID3
* xyz 0 1
C -0.08 0.65 0.04
N -0.56 -0.26 0.93
C 1.33 -1.23 -1.15
O -1.74 0.90 1.49
O -0.77 0.81 -1.09
N 1.37 -0.55 -0.10
H -1.35 1.36 2.25
H -1.48 0.15 -1.11
H 0.06 -0.34 1.74
H 0.48 1.54 0.32
H 0.49 -1.25 -1.85
H 2.23 -1.78 -1.45
*
```

2) A 2-piece molecular cluster, C2H6N2O2 overall, computed with ωB97M-V/def2-TZVPD.

Values from the calculation:
SMILES string: [H]/N=C/N.O=CO
HOMO: -0.354 Eh

Geometry as ORCA input:
```
! wB97M-V def2-TZVPD RIJCOSX def2/J DEFGRID3
* xyz 0 1
H -1.10 -2.37 1.84
N -1.19 -2.46 0.85
C -1.98 -1.50 0.56
N -2.46 -1.26 -0.69
H -2.25 -0.80 1.35
H -2.74 -0.34 -0.89
H -2.11 -1.88 -1.40
O 2.02 2.89 -0.25
C 2.08 1.74 -0.53
O 1.60 0.71 0.24
H 2.44 1.45 -1.52
H 0.66 0.77 0.15
*
```

Which structure loses on stability? 1) does.

1) A 2-piece molecular cluster, C2H6N2O2 overall, computed with ωB97M-V/def2-TZVPD.

Values from the calculation:
SMILES string: CN=O.CN=O
HOMO (spin up / spin down): -0.310 / -0.309 Eh

Geometry as ORCA input:
```
! wB97M-V def2-TZVPD RIJCOSX def2/J DEFGRID3
* xyz 0 1
C 0.39 -1.53 -1.20
N -0.52 -0.64 -0.53
O -1.29 0.05 -1.19
H 0.79 -2.22 -0.46
H 1.21 -0.97 -1.66
H -0.14 -2.06 -1.99
C -0.36 1.56 1.13
N 0.47 0.47 0.70
O 1.10 -0.19 1.51
H -0.83 1.37 2.10
H -1.11 1.74 0.36
H 0.29 2.43 1.22
*
```

2) C2H6N2O2 as an isolated structure, computed with ωB97M-V/def2-TZVPD.

Values from the calculation:
HOMO: -0.337 Eh

Geometry as ORCA input:
```
! wB97M-V def2-TZVPD RIJCOSX def2/J DEFGRID3
* xyz 0 1
C 0.08 0.79 1.93
C -0.04 -0.85 -1.76
N 0.39 0.32 0.60
N -0.54 -0.18 -0.02
O -1.71 -0.37 0.25
O 0.78 0.08 -2.29
H 0.20 1.87 1.95
H 0.78 0.34 2.63
H -0.95 0.53 2.21
H -0.99 -0.90 -2.26
H 0.41 -1.79 -1.46
H 1.59 0.17 -1.77
*
```

Which structure loses on stability? 1) does.

1) A 2-piece molecular cluster, C2H6N2O2 overall, computed with ωB97M-V/def2-TZVPD.

Values from the calculation:
SMILES string: C=CN.O=NO
HOMO: -0.315 Eh

Geometry as ORCA input:
```
! wB97M-V def2-TZVPD RIJCOSX def2/J DEFGRID3
* xyz 0 1
C -0.51 -1.04 -0.65
C -0.05 0.22 -0.46
N -0.25 1.09 0.66
H -0.69 -1.75 0.12
H -0.63 -1.60 -1.52
H 0.30 0.83 -1.32
H -0.52 0.67 1.53
H -0.25 2.14 0.56
O 3.73 1.03 -0.04
N 2.80 0.29 -0.13
O 2.65 -0.71 0.75
H 1.78 -1.16 0.55
*
```

2) One molecule with the formula C2H6N2O2, computed with ωB97M-V/def2-TZVPD.

Values from the calculation:
SMILES string: NCC(=O)NO
HOMO: -0.331 Eh

Geometry as ORCA input:
```
! wB97M-V def2-TZVPD RIJCOSX def2/J DEFGRID3
* xyz 0 1
N 1.65 -1.11 -0.37
C 1.09 -0.19 0.59
C -0.10 0.84 0.21
O 0.32 1.81 -0.33
N -1.50 0.25 0.15
O -1.39 -1.12 -0.19
H 0.79 -1.78 -0.36
H 1.75 -0.54 -1.13
H 0.53 -0.56 1.43
H 1.89 0.64 1.04
H -1.83 0.45 -0.82
H -1.47 -1.57 0.74
*
```

3) A 2-piece molecular cluster, C2H6N2O2 overall, computed with ωB97M-V/def2-TZVPD.

Values from the calculation:
SMILES string: NC=O.NC=O
HOMO: -0.365 Eh

Geometry as ORCA input:
```
! wB97M-V def2-TZVPD RIJCOSX def2/J DEFGRID3
* xyz 0 1
N 2.53 -0.47 4.18
C 2.47 0.77 4.66
O 3.53 1.39 4.78
H 1.61 -0.85 3.96
H 3.36 -1.06 4.11
H 1.41 1.08 4.86
N -3.00 0.00 -4.86
C -2.04 -0.25 -4.00
O -1.75 -1.40 -3.62
H -3.48 -0.78 -5.30
H -3.12 0.95 -5.22
H -1.53 0.63 -3.55
*
```

Which structure loses on stability? 1) does.

1) One molecule with the formula C2H6N2O2, computed with ωB97M-V/def2-TZVPD.

Values from the calculation:
SMILES string: [H]/N=C(\NO)OC
HOMO: -0.344 Eh

Geometry as ORCA input:
```
! wB97M-V def2-TZVPD RIJCOSX def2/J DEFGRID3
* xyz 0 1
H 0.70 -2.06 0.66
N 0.39 -1.66 -0.25
C 0.12 -0.41 0.03
N 0.24 0.02 1.38
O -0.62 1.09 1.75
O -0.20 0.58 -0.79
C 0.05 0.21 -2.19
H -0.03 -0.81 1.94
H 0.09 1.77 2.34
H -0.62 -0.64 -2.47
H 1.14 -0.13 -2.39
H -0.10 1.17 -2.66
*
```

2) A 2-piece molecular cluster, C2H6N2O2 overall, computed with ωB97M-V/def2-TZVPD.

Values from the calculation:
SMILES string: NC=O.NC=O
HOMO: -0.373 Eh

Geometry as ORCA input:
```
! wB97M-V def2-TZVPD RIJCOSX def2/J DEFGRID3
* xyz 0 1
N -0.03 1.25 -1.45
C 0.67 2.34 -1.35
O 1.76 2.42 -1.87
H 0.28 0.57 -2.15
H -1.00 1.25 -1.13
H 0.09 3.12 -0.80
N -0.74 -1.82 0.90
C -0.02 -1.90 2.06
O 0.74 -2.83 2.24
H -0.76 -2.57 0.21
H -0.94 -0.85 0.62
H -0.06 -1.00 2.72
*
```

3) A 2-piece molecular cluster, C2H6N2O2 overall, computed with ωB97M-V/def2-TZVPD.

Values from the calculation:
HOMO (spin up / spin down): -0.331 / -0.332 Eh

Geometry as ORCA input:
```
! wB97M-V def2-TZVPD RIJCOSX def2/J DEFGRID3
* xyz 0 1
C -1.64 -1.02 0.19
N 1.63 0.22 -0.28
C -0.45 -0.33 -0.36
O 0.04 1.65 0.13
O 2.69 0.19 0.55
N 0.74 -0.59 0.18
H 3.34 0.78 0.12
H 0.03 2.58 -0.15
H -0.50 0.09 -1.35
H -2.48 -0.32 0.24
H -1.94 -1.84 -0.47
H -1.45 -1.41 1.19
*
```

Which structure loses on stability? 3) does.